Formula: C5H36N2O11
Source: OMol25
Level of theory: ωB97M-V with the def2-TZVPD basis set

## Properties
LUMO level in eV: 0.001
Net charge: 0
Calculated total energy in a.u.: -1149.061873
Relative energy (zero: lowest compared OMol25 entry of this formula, charge and spin) in eV: 6.316
Gap between HOMO and LUMO in eV: 9.34
HOMO level in eV: -9.34

CARTESIAN COORDINATES (ANGSTROEM)
N1 3.2829 1.6966 0.0699
C1 2.9666 0.9472 -1.2984
C2 4.1850 0.8094 -2.1253
C3 2.5091 -0.3831 -0.8949
N2 1.1102 -0.6455 -1.5112
C4 1.0637 -1.2343 -2.7907
C5 -0.3807 -1.6174 -2.9366
H1 4.2013 1.4013 0.2583
H2 3.1880 2.6884 0.0188
H3 2.1556 1.6389 -1.7366
H4 3.8485 0.8669 -3.2780
H5 4.8830 0.1060 -1.8954
H6 4.8565 1.7624 -1.9921
H7 3.2290 -1.1896 -1.1376
H8 2.3628 -0.5063 0.2560
H9 0.5609 -1.2766 -0.8958
H10 1.7410 -2.0691 -2.9947
H11 1.2629 -0.5312 -3.6035
H12 -0.8119 -2.5704 -2.5228
H13 -1.0592 -0.8196 -2.4940
H14 -0.5772 -1.6677 -3.9586
H15 4.0326 -2.0021 -0.3716
H16 4.7942 -3.1348 -0.3266
O1 4.7191 -2.3869 0.2717
H17 -0.7384 -0.5601 3.4107
H18 -1.7735 -0.2704 4.4054
O2 -1.5863 -0.0626 3.5318
H19 -3.7938 -3.0096 -1.8211
H20 -4.0120 -1.6272 -1.3087
O3 -4.5405 -2.5086 -1.5511
H21 -2.7271 1.3007 1.2947
H22 -1.6473 1.6626 2.3265
O4 -2.2673 2.1370 1.7457
H23 -4.4506 1.4716 2.4129
H24 -3.9159 0.1345 2.8841
O5 -4.4480 0.5459 2.2252
H25 -2.2017 -3.5503 -0.4144
H26 -1.0891 -2.3637 -0.2054
O6 -1.4628 -3.1319 0.0933
H27 0.1577 0.3496 1.6882
H28 0.7537 1.0138 0.5397
O7 -0.0987 0.7150 0.7904
H29 2.7058 4.5829 1.3520
H30 1.3784 4.6725 0.7973
O8 2.2715 4.5619 0.5796
H31 -4.3652 -0.0735 0.0656
H32 -3.4379 0.9167 -0.5580
O9 -3.7254 -0.1379 -0.5043
H33 0.7709 -1.9940 4.2398
H34 1.4516 -1.9109 2.8863
O10 0.8867 -1.5221 3.5416
H35 -1.6570 2.0048 -1.8802
H36 -2.0016 2.2851 -0.3302
O11 -2.3593 2.2628 -1.3173

Cartesian forces (eV/Å) of the 6 atoms listed first:
N -1.7344 -1.8770 -1.7931
C -0.0271 3.4151 2.7199
C -0.2055 5.6944 -4.0032
C -3.9376 -2.5856 1.4108
N 2.1079 -0.1387 2.8185
C -0.5448 -0.3817 -0.9043

=====

Formula: C18H19BrN4O2S3
Source: OMol25
Level of theory: ωB97M-V with the def2-TZVPD basis set

## Properties
LUMO level in eV: 0.051
Net charge: 0
Calculated total energy in a.u.: -4835.328717
Relative energy (zero: lowest compared OMol25 entry of this formula, charge and spin) in eV: 0.121
Gap between HOMO and LUMO in eV: 8.56
HOMO level in eV: -8.51

CARTESIAN COORDINATES (ANGSTROEM)
O1 2.1746 1.0340 4.7696
O2 3.3271 -0.7340 3.5578
Br1 -0.2818 0.8719 -1.4490
N1 4.5608 6.1772 1.0948
N2 -2.2694 -1.5001 2.7383
S1 4.9427 3.1055 0.8233
S2 4.6674 -0.0780 0.9402
C1 4.1055 5.4728 2.0493
C2 -3.1169 -1.4910 1.6959
C3 4.3261 1.5879 1.4616
C4 3.2183 3.2359 2.7499
C5 4.0069 4.0359 1.9904
C6 -3.3485 -2.1764 -2.6970
C7 -2.6982 -1.6227 -1.6014
C8 3.4038 1.8087 2.4809
C9 0.8898 0.5405 1.1072
C10 -0.0436 -0.4997 3.0667
C11 -0.2988 0.3399 0.3863
C12 -1.2034 -0.7346 2.3389
C13 -1.3343 -0.2947 1.0234
C14 1.0124 0.1895 2.4451
N3 3.6023 6.1486 3.1350
N4 -2.6244 -0.7246 0.6387
C15 6.2221 0.2247 -0.0063
C16 -4.6655 -1.6131 -3.1867
C17 -2.7352 -3.3492 -3.4002
C18 -3.2319 -0.5431 -0.6887
S3 2.5481 0.5297 3.4322
H1 4.4817 7.1742 1.1758
H2 -4.0894 -1.9977 1.7311
H3 2.5451 3.6767 3.4924
H4 -1.7804 -2.1002 -1.2332
H5 1.7097 1.0083 0.5785
H6 0.0230 -0.8674 4.0885
H7 3.4785 5.6203 3.9774
H8 3.8078 7.1372 3.2574
H9 6.7328 -0.7065 -0.2872
H10 6.0114 0.7924 -0.9161
H11 6.9469 0.7613 0.6173
H12 -5.0355 -0.7507 -2.6480
H13 -5.4389 -2.4036 -3.1429
H14 -4.5249 -1.3339 -4.2338
H15 -1.6691 -3.3944 -3.2382
H16 -2.9496 -3.2704 -4.4644
H17 -3.1827 -4.2841 -3.0550
H18 -4.3236 -0.5940 -0.6164
H19 -3.0273 0.4624 -1.1083

Cartesian forces (eV/Å) of the 6 atoms listed first:
O 0.0700 0.3038 -2.4898
O -1.2080 2.4520 -1.3284
Br -0.0856 -0.0741 0.3728
N 0.6772 -1.7119 -1.8491
N -1.9546 -0.0966 -1.4493
S -0.4513 -0.5270 0.7312

=====

Formula: C16H21ClInNY
Source: OMol25
Level of theory: ωB97M-V with the def2-TZVPD basis set

## Properties
LUMO level (spin up / spin down) in eV: 1.667 / 1.686
Net charge: -1
Calculated total energy in a.u.: -1365.583175
Gap between HOMO and LUMO (spin up / spin down) in eV: 5.77 / 5.48
HOMO level (spin up / spin down) in eV: -4.11 / -3.79

CARTESIAN COORDINATES (ANGSTROEM)
In1 -0.0583 -0.3591 -0.7426
Cl1 -0.1744 1.4821 -2.3646
C1 -1.9653 -1.1765 -0.3219
H1 -1.9781 -1.9838 0.3932
H2 -2.3415 -1.5945 -1.2437
H3 -2.6993 -0.4759 0.0297
Y1 0.4321 -0.1203 -4.9982
C2 -1.8132 0.5373 -5.2376
C3 2.3256 1.1699 -4.4983
C4 0.9081 -1.9749 -6.0883
H4 2.7613 0.5317 -3.7026
H5 2.9802 1.2999 -5.3693
H6 1.9504 2.1097 -4.0612
H7 -2.2982 -0.2407 -4.6149
H8 -1.8928 1.5242 -4.7532
H9 -2.1375 0.5232 -6.2866
H10 0.2034 -2.6903 -6.5591
H11 1.9071 -2.4294 -6.2478
C5 -0.1430 3.9304 3.3496
C6 -0.6424 3.6967 2.0497
C7 -0.5350 2.4471 1.4638
C8 0.0719 1.3631 2.1573
C9 0.6043 1.6339 3.4527
C10 0.4912 2.8769 4.0379
N1 0.2576 0.1224 1.5665
C11 0.3393 -1.0655 2.2927
C12 0.9743 -2.1990 1.7166
C13 1.0228 -3.4079 2.3887
C14 0.4159 -3.5508 3.6526
C15 -0.2709 -2.4591 4.2128
C16 -0.3218 -1.2470 3.5489
H12 -0.2377 4.9001 3.8144
H13 -1.1224 4.5253 1.5098
H14 -0.8910 2.2533 0.4372
H15 1.1072 0.7925 3.9525
H16 0.8913 3.0223 5.0546
H17 1.4650 -2.0920 0.7352
H18 1.5610 -4.2480 1.9396
H19 0.4862 -4.4896 4.1817
H20 -0.7537 -2.5524 5.2010
H21 -0.8796 -0.3849 3.9513

Cartesian forces (eV/Å) of the 6 atoms listed first:
In 0.6890 -0.0554 1.2018
Cl -0.1358 0.0818 -0.1466
C -0.7619 -0.6439 -0.3729
H 0.4537 -0.3024 0.3480
H -0.2981 -0.1547 -0.4271
H -0.2058 0.7378 0.1133

=====

Formula: C5H6
Source: OMol25
Level of theory: ωB97M-V with the def2-TZVPD basis set

## Properties
LUMO level in eV: 0.507
Net charge: 0
Calculated total energy in a.u.: -193.869079
Relative energy (zero: lowest compared OMol25 entry of this formula, charge and spin) in eV: 5.753
Gap between HOMO and LUMO in eV: 8.30
HOMO level in eV: -7.80

CARTESIAN COORDINATES (ANGSTROEM)
C1 -0.8298 2.2942 -1.0733
C2 -0.6423 1.1037 -0.6396
C3 -0.1284 0.0000 -0.0126
C4 0.7220 -0.5028 1.0871
C5 0.1550 -1.4465 0.0288
H1 -1.7193 2.8814 -0.8839
H2 0.1504 0.5497 -1.3722
H3 1.7830 -0.2766 1.0453
H4 0.3307 -0.5622 2.1056
H5 0.8583 -1.8573 -0.6920
H6 -0.6248 -2.1461 0.3245

Cartesian forces (eV/Å) of the 6 atoms listed first:
C -0.1923 -0.1641 0.0218
C -0.5146 0.4012 0.3621
C 0.1911 0.0876 -0.4577
C 0.2115 0.1851 -0.0589
C -0.1152 -0.1469 -0.1901
H 0.0197 0.0488 0.0338

=====

> What is the net charge in the second record?

0